A 6-piece molecular cluster, C14H34BF4NO8 overall at a distorted geometry, computed with ωB97M-V/def2-TZVPD.

XYZ file:
```
62
Properties=species:S:1:pos:R:3:forces:R:3:lowdin_charge:R:1
F -2.922 -0.083 0.379 0.0352 -3.3435 1.8551 0.13
F -2.944 2.048 0.807 0.0671 1.2140 0.9576 0.09
F -4.950 1.042 0.353 -0.2017 -0.2365 0.1742 0.08
F -3.283 1.227 -1.274 -0.9440 0.7006 -0.6621 0.16
O 1.838 -0.825 0.325 2.2966 -0.7200 1.3897 0.09
O 3.783 -1.991 0.171 1.0341 0.9998 0.7576 0.01
O -1.398 -0.755 -2.707 1.5276 -2.5387 0.8633 -0.28
O -0.553 -0.469 2.747 -1.2546 -1.3445 1.3925 0.10
O -1.050 -2.315 4.013 -0.2868 -0.3229 0.1176 0.02
O -2.515 -0.713 3.847 -0.0439 -1.8616 0.9487 0.03
O -0.747 2.443 -2.660 0.5659 3.0143 1.5016 -0.32
O 3.890 0.146 0.537 0.1398 -1.6327 0.8329 0.03
N -0.526 0.454 -0.263 0.6137 -1.1535 1.6770 0.30
C -0.411 3.770 -2.205 -0.0460 -3.4591 -0.6918 -0.68
C 3.054 -0.908 0.449 -1.5750 1.1673 -2.5035 -0.52
C 0.551 -3.755 2.680 -0.2932 0.7767 0.3392 -0.06
C -1.056 4.275 -0.923 0.4314 0.0220 -0.2469 -0.11
C 0.757 -1.978 -3.032 0.7139 0.6438 0.3468 -0.11
C -3.021 0.546 3.555 -0.7800 2.1777 -0.4174 -0.05
C -0.781 -2.001 -2.914 -0.5921 2.3594 -0.6999 -0.65
C 2.701 2.130 -0.313 0.7625 0.3235 -0.4025 -0.05
C -1.110 -3.113 -1.923 0.0350 0.0359 0.2965 -0.10
C 3.107 -3.167 -0.121 -0.7932 -1.6892 -0.4541 -0.06
C -0.555 4.833 -3.239 0.0654 1.1699 -1.6244 -0.14
C 3.359 1.400 0.891 -1.4632 1.8601 -0.6805 -0.21
C 0.267 -2.895 3.918 0.7576 0.3481 -0.0926 -0.22
C -1.334 -1.110 3.457 2.5905 1.3388 -1.5801 -0.54
B -3.574 1.054 0.051 0.0230 1.5041 -1.5075 -1.40
H 0.381 -3.208 1.753 -0.3719 -0.0782 0.0203 0.07
H 3.750 -3.874 -0.647 0.5374 0.4927 -0.0930 0.09
H -0.480 -3.976 -2.151 -0.1191 -0.4282 0.0213 0.04
H 3.410 2.613 -0.989 0.4649 -0.1323 0.1656 0.07
H -0.866 -0.116 -1.045 -0.6299 -0.0862 -2.2124 0.07
H 4.185 1.950 1.341 0.1476 0.0520 -0.3633 0.11
H 2.585 1.408 1.659 0.0050 -0.9576 0.1536 0.12
H 0.241 -0.061 0.159 0.4965 0.4856 -0.4530 0.05
H -2.162 -3.394 -1.871 -0.0545 0.0530 -0.2605 0.06
H -3.580 0.911 4.418 -0.0436 -0.4474 0.2700 0.09
H -1.230 0.320 0.456 -0.6209 1.0065 -0.1347 0.07
H 1.036 -2.140 4.084 -0.1998 0.4674 -0.5867 0.11
H 1.614 -3.999 2.657 0.0072 -0.2077 0.2948 0.06
H 1.211 -1.800 -2.054 0.1477 -0.1700 0.2475 0.03
H 0.428 -3.523 4.795 -0.7782 -0.1272 0.1626 0.11
H -0.046 -4.663 2.764 0.0399 -0.0138 -0.4207 0.08
H -1.536 5.300 -3.351 -0.4362 -0.1432 0.5204 0.05
H -2.274 1.321 3.383 0.3132 -0.4326 -0.3704 0.10
H -0.535 5.188 -0.621 -0.0693 0.4952 -0.0753 0.05
H 0.649 3.743 -1.921 0.9924 0.2348 -0.0921 0.07
H 2.261 -3.010 -0.789 -0.2260 0.1258 0.3848 0.08
H -0.987 -2.347 -3.934 -0.8573 -0.5703 -0.5117 0.09
H -2.094 4.503 -1.163 -0.2841 -0.4069 0.8044 0.07
H -0.840 -2.778 -0.919 0.0829 0.1364 0.2006 0.05
H 1.167 -1.180 -3.652 -0.5389 0.2709 -0.1619 0.07
H -0.296 1.402 -0.538 -0.4930 0.3045 -0.6651 0.09
H -0.806 3.576 -0.124 -0.9666 -0.2150 0.1273 0.05
H 2.057 2.960 -0.022 -0.1743 -0.2286 0.3668 0.07
H 1.137 -2.899 -3.482 0.1002 -0.4063 0.2225 0.05
H -0.363 4.502 -4.261 0.3434 -0.4871 0.0905 0.06
H 2.132 1.498 -0.995 -0.2192 -0.2944 0.4373 0.08
H -3.717 0.539 2.717 0.3250 -0.2333 -0.1637 0.09
H 0.143 5.654 -3.055 0.1506 0.3092 0.1162 0.05
H 2.851 -3.708 0.791 -0.4564 0.2788 0.0706 0.07
```
Positions in Å, forces in eV/Å.

Results
LUMO level   4.049 eV
HOMO level   0.380 eV
Charge   -2
Multiplicity   1
Energy above the lowest of the compared OMol25 structures with the same formula, charge and spin   41.1 kcal/mol
Orbital gap   3.669 eV